(P)
{
  "formula": "C6H14N2O",
  "method": "ωB97M-V with the def2-TZVPD basis set",
  "homo_ev": [-7.06, -7.06],
  "species": ["C", "C", "O", "N", "H", "H", "H", "H", "H", "C", "C", "C", "N", "C", "H", "H", "H", "H", "H", "H", "H", "H", "H"],
  "coordinates": [[-1.45976, -2.39953, -1.21799], [-0.93854, -0.61271, 0.20917], [-1.62323, -0.46939, 1.42743], [-0.61703, -1.78591, -0.22249], [-1.31025, -1.18765, 1.99314], [-1.47015, 0.18725, -0.47220], [-0.81044, -2.95330, -1.90294], [-2.03338, -1.68981, -1.83507], [-2.14601, -3.11087, -0.74598], [1.22560, 0.42710, 1.81693], [1.65385, 0.11537, -0.63946], [0.65157, 0.55126, 0.41331], [0.06450, 2.58177, -0.89468], [-0.10013, 1.73657, 0.15712], [0.54957, 2.22602, -1.70577], [-0.68448, 3.22406, -1.09536], [-0.78468, 2.07711, 0.91812], [1.47519, -0.61836, 2.01136], [0.50326, 0.74619, 2.56570], [2.14058, 1.01256, 1.92806], [2.59328, 0.67353, -0.55017], [1.25471, 0.21608, -1.65276], [1.86600, -0.94736, -0.50548]]
}



(Q)
{
  "formula": "C6H14N2O",
  "method": "ωB97M-V with the def2-TZVPD basis set",
  "homo_ev": -9.08,
  "species": ["C", "C", "N", "O", "H", "H", "H", "H", "H", "H", "H", "C", "C", "C", "C", "N", "H", "H", "H", "H", "H", "H", "H"],
  "coordinates": [[0.80572, -0.81772, 2.18676], [-0.15741, -2.25759, 0.33787], [-0.40692, -1.26223, 1.38134], [0.20330, -0.84877, 3.41765], [-0.71833, -1.33074, 2.77925], [-0.89050, -0.45549, 0.98933], [1.61040, -1.56164, 2.04773], [1.12826, 0.19080, 1.87447], [-1.10292, -2.55953, -0.11193], [0.48701, -1.85588, -0.44790], [0.32986, -3.12079, 0.79189], [-1.12880, 0.87640, -2.48335], [-0.40855, 1.20400, -1.20823], [1.88393, 1.32711, -0.83796], [-0.94628, 1.89125, -0.19640], [0.87064, 0.63498, -1.12888], [-0.60387, 1.30957, -3.33734], [-2.14749, 1.25809, -2.46793], [-1.15038, -0.20428, -2.63225], [1.85167, 2.40952, -0.67752], [2.84578, 0.83355, -0.74203], [-0.39152, 2.09011, 0.70981], [-1.96358, 2.24929, -0.24438]]
}



(R)
{
  "formula": "C6H14N2O",
  "method": "ωB97M-V with the def2-TZVPD basis set",
  "smiles": "C/C=C\\N(C)[C@](C)(N)O",
  "homo_ev": -8.11,
  "species": ["C", "C", "C", "C", "N", "N", "C", "C", "O", "H", "H", "H", "H", "H", "H", "H", "H", "H", "H", "H", "H", "H", "H"],
  "coordinates": [[0.89175, 0.70280, 0.35216], [1.35141, -1.20260, -1.29977], [-0.12801, 1.82835, 0.34663], [-2.17945, -0.90650, 1.16379], [0.37901, -0.57174, -0.42587], [2.12873, 1.15825, -0.18637], [-0.90572, -0.57306, -0.98665], [-2.04604, -0.71883, -0.31362], [1.03542, 0.20316, 1.65870], [1.13961, -0.76758, 1.50626], [2.91210, 0.56737, 0.05694], [2.29187, 2.14705, -0.05776], [-0.94333, -0.48036, -2.07208], [-2.97231, -0.66329, -0.87080], [2.26758, -1.41431, -0.74744], [0.94980, -2.15506, -1.64768], [1.60358, -0.58150, -2.16876], [0.19639, 2.58456, 1.05952], [-0.19580, 2.25650, -0.65043], [-1.10213, 1.46214, 0.64833], [-1.20613, -0.98644, 1.64024], [-2.71845, -0.07538, 1.62300], [-2.74988, -1.81353, 1.37166]]
}



The most stable of them is (R).



(P)
{
  "formula": "C6H14N2O",
  "method": "ωB97M-V with the def2-TZVPD basis set",
  "smiles": "CNC(C)=O.C/C=C\\N",
  "homo_ev": -7.59,
  "species": ["C", "C", "N", "C", "O", "H", "H", "H", "H", "H", "H", "H", "C", "N", "C", "C", "H", "H", "H", "H", "H", "H", "H"],
  "coordinates": [[-0.94352, 1.72124, -1.04383], [-0.01872, -1.89405, -1.57435], [-0.97589, 0.27526, -0.82841], [0.29909, -0.46467, -1.16319], [1.20578, 0.17356, -1.70558], [-1.78595, -0.12986, -1.29226], [-0.03691, 2.11598, -0.59071], [-1.82070, 2.18448, -0.58893], [-0.91337, 1.98372, -2.10267], [-0.76397, -2.36062, -0.92915], [0.90247, -2.47160, -1.53368], [-0.40254, -1.88382, -2.59853], [-0.63502, 0.89552, 2.03786], [2.06624, 0.12027, 0.94072], [0.96083, -0.77144, 0.90983], [-0.30706, -0.38611, 1.35056], [2.90330, -0.25388, 1.36447], [2.21654, 0.60250, 0.05701], [1.20422, -1.82796, 1.00121], [-0.99780, -1.19712, 1.55118], [0.06444, 1.67311, 1.74118], [-1.68446, 1.14910, 1.87873], [-0.53698, 0.74640, 3.11852]]
}



(Q)
{
  "formula": "C6H14N2O",
  "method": "ωB97M-V with the def2-TZVPD basis set",
  "homo_ev": -9.32,
  "species": ["C", "C", "C", "C", "C", "C", "H", "H", "H", "H", "H", "H", "H", "H", "H", "H", "H", "H", "H", "H", "N", "N", "O"],
  "coordinates": [[2.77904, -0.44676, -0.21174], [1.01057, 1.16957, 0.21738], [-1.07706, 0.00797, 0.39580], [-0.40585, -1.20961, 0.91974], [-1.22558, 0.14091, -1.18053], [-2.49342, 0.06102, 1.36037], [3.25397, 0.48591, 0.31704], [3.25893, -0.68405, -1.51964], [2.59375, -1.48050, 0.47631], [0.83659, 1.78661, -2.15762], [1.50974, 2.15944, 0.07540], [-0.23078, -1.21675, 2.07559], [0.51595, -1.46091, 0.39136], [-1.11269, -1.96288, 0.57243], [-1.62936, 1.04144, -1.60991], [-0.23334, 0.10419, -1.77707], [-2.00468, -0.53831, -1.79514], [-3.02593, 1.15735, 1.38215], [-3.26286, -0.65101, 1.07729], [-2.24059, -0.40684, 2.47232], [1.36017, 0.08925, -0.51084], [-0.22140, 1.15763, 0.68769], [2.04485, 0.69633, -1.65838]]
}



(R)
{
  "formula": "C6H14N2O",
  "method": "ωB97M-V with the def2-TZVPD basis set",
  "smiles": "CO[C@@H](CN)N=C(C)C",
  "homo_ev": -9.03,
  "species": ["C", "O", "C", "C", "N", "N", "C", "C", "C", "H", "H", "H", "H", "H", "H", "H", "H", "H", "H", "H", "H", "H", "H"],
  "coordinates": [[-0.25463, 2.98958, 0.03822], [0.09969, 1.73815, 0.72351], [-0.74831, 0.60096, 0.23205], [-0.41073, 0.19308, -1.32604], [-1.42794, 0.78681, -2.32286], [-0.80838, -0.55272, 1.20136], [0.28573, -1.36762, 1.15066], [-0.00538, -2.99597, 1.39968], [1.85023, -0.94727, 0.93104], [0.72183, 3.33152, -0.55500], [-1.15966, 2.91675, -0.69997], [-0.48857, 3.81487, 0.86837], [-1.85178, 1.05883, 0.20462], [0.61252, 0.74920, -1.58992], [-0.34094, -0.95620, -1.53170], [-1.77103, -0.03309, -2.90181], [-0.93454, 1.45429, -2.98554], [0.01225, -3.62022, 0.41024], [0.85254, -3.33206, 2.15815], [-1.01663, -3.13327, 2.01847], [2.50299, -1.77438, 1.49196], [2.12412, 0.13909, 1.30142], [2.15661, -1.06033, -0.21689]]
}



(S)
{
  "formula": "C6H14N2O",
  "method": "ωB97M-V with the def2-TZVPD basis set",
  "smiles": "[H]/N=C(/C)C[C@](C)(O)NC",
  "homo_ev": -8.70,
  "species": ["C", "C", "C", "C", "C", "N", "C", "O", "N", "H", "H", "H", "H", "H", "H", "H", "H", "H", "H", "H", "H", "H", "H"],
  "coordinates": [[-0.57583, -0.13703, -0.99415], [0.35962, -1.20074, -0.44156], [-2.05576, -0.46168, -0.83153], [-0.90443, 1.81288, 0.72001], [2.56668, -0.58672, 0.78398], [-0.13277, 1.20171, -0.34506], [1.05716, -0.65674, 0.84472], [-0.33752, 0.00421, -2.36924], [0.50642, -0.70770, 2.02003], [0.01863, 0.90412, -2.46574], [0.82983, 1.52042, -0.40392], [-0.51299, -0.76612, 1.95447], [1.14302, -1.44583, -1.16804], [-0.17201, -2.12625, -0.20157], [-2.31203, -1.34417, -1.43027], [-2.67923, 0.35785, -1.20461], [-2.32448, -0.66874, 0.20657], [-1.38305, 2.72356, 0.34630], [-0.26262, 2.10008, 1.55770], [-1.69669, 1.17612, 1.11775], [2.87946, 0.44624, 0.61633], [2.98004, -1.19454, -0.02642], [3.00855, -0.95096, 1.71425]]
}



The most stable of them is (S).



(P)
{
  "formula": "C4H9O",
  "method": "ωB97M-V with the def2-TZVPD basis set",
  "total_charge": -1,
  "homo_ev": -1.92,
  "species": ["C", "O", "C", "C", "C", "H", "H", "H", "H", "H", "H", "H", "H", "H"],
  "coordinates": [[-0.87244, 0.80031, -0.10498], [-2.17204, 0.43830, -0.19286], [0.24221, 0.39677, -1.22289], [0.20080, -0.24204, 0.21190], [1.46175, 0.06502, 1.11805], [-0.71224, 1.76269, 0.47521], [3.08631, -6.03118, 0.17995], [-0.06288, -0.24221, -2.06750], [1.01686, 1.14655, -1.30327], [3.00015, -5.54551, -0.39926], [-0.31384, -1.17482, 0.53782], [1.39667, 1.13663, 1.40559], [1.29911, -0.56821, 1.97771], [2.47230, -0.11075, 0.72416]]
}



(Q)
{
  "formula": "C4H9O",
  "method": "ωB97M-V with the def2-TZVPD basis set",
  "total_charge": -1,
  "homo_ev": -2.00,
  "species": ["C", "O", "C", "C", "C", "H", "H", "H", "H", "H", "H", "H", "H", "H"],
  "coordinates": [[2.14795, -0.41216, 0.43108], [2.50037, -1.22786, 1.37545], [1.78090, -0.74326, -1.08587], [0.70490, -0.45090, 0.12127], [-0.14415, 0.72781, -0.39097], [2.63503, 0.71793, 0.52245], [-6.74509, 0.63241, 1.74073], [2.23544, -1.77214, -1.30767], [2.19038, 0.04203, -1.69861], [-6.17781, 0.81462, 1.34371], [0.12050, -1.23541, 0.58756], [0.36559, 1.72552, -0.43137], [-1.05481, 0.90760, 0.23172], [-0.55920, 0.27382, -1.43948]]
}



(R)
{
  "formula": "C4H9O",
  "method": "ωB97M-V with the def2-TZVPD basis set",
  "total_charge": -1,
  "homo_ev": -1.89,
  "species": ["C", "O", "H", "H", "H", "C", "C", "C", "H", "H", "H", "H", "H", "H"],
  "coordinates": [[-1.98944, 1.41352, 1.18509], [-3.15234, 1.65802, 1.76554], [-1.32528, 2.32480, 0.98090], [-1.26206, 0.76787, 1.74951], [-2.01947, 0.94509, 0.13842], [1.42686, -1.77934, -1.06353], [0.54108, -0.61448, -0.71721], [0.94829, 0.45157, -0.04628], [1.46409, -1.95456, -2.14194], [2.44582, -1.58388, -0.72155], [1.08552, -2.71114, -0.60497], [-0.49208, -0.68886, -1.04018], [0.35220, 1.31819, 0.20085], [1.97682, 0.45320, 0.31535]]
}



(S)
{
  "formula": "C4H9O",
  "method": "ωB97M-V with the def2-TZVPD basis set",
  "total_charge": -1,
  "homo_ev": -1.99,
  "species": ["C", "O", "H", "H", "H", "C", "C", "C", "H", "H", "H", "H", "H", "H"],
  "coordinates": [[0.57510, -0.07969, 2.65164], [-0.27274, -0.67166, 1.81418], [1.45354, -0.88887, 2.91082], [1.09973, 0.85449, 2.34055], [0.20746, 0.10980, 3.77255], [-1.06365, -0.13414, -0.84272], [-0.23265, 0.06242, -2.11838], [0.87681, 0.79867, -2.13627], [-2.17624, -0.17926, -1.10853], [-0.71074, -0.95501, -0.29928], [-0.84017, 0.78503, -0.21973], [-0.42766, -0.68274, -2.87218], [1.64002, 0.80951, -3.02464], [1.00232, 1.63677, -1.33861]]
}



The most stable of them is (R).